w | This record from the Open Molecules 2025 dataset describes an isolated ion of composition C5H14N2 and charge +2. The level of theory is the ωB97M-V functional and the def2-TZVPD basis.

Geometry (Å):
1 N -0.73854 -1.93409 -1.09577
2 N 0.63251 1.34908 2.05458
3 C 0.19564 -0.80459 -1.06818
4 C 0.01610 2.25153 2.81770
5 C -0.05670 0.12432 1.43331
6 C -0.23362 0.34849 -0.05505
7 C 0.49377 -0.36171 -2.52918
8 H -1.75307 -1.65022 -0.83120
9 H -1.31905 0.42504 -0.35469
10 H 1.40015 0.28680 -2.46650
11 H -0.41909 -2.61821 -0.37142
12 H -1.07735 2.03348 3.05347
13 H -1.18075 -0.14448 1.86893
14 H 1.18208 -1.18169 -0.72695
15 H 1.64303 1.44103 1.84073
16 H 0.51458 -0.75835 1.56117
17 H 0.92322 -1.17111 -3.09226
18 H 0.27571 1.33026 -0.30117
19 H -0.65553 -2.33648 -1.95737
20 H -0.25098 0.16307 -3.09312
21 H 0.40788 3.20784 3.31298

## Properties
Charge: +2
SMILES: C=[NH+]CC[C@H](C)[NH3+]
LUMO energy in eV: -8.591
E_HOMO in eV: -19.9
Kohn-Sham gap in eV: 11.314

x | This record from the Open Molecules 2025 dataset describes an isolated ion of composition C5H14N2 and charge +2. The level of theory is the ωB97M-V functional and the def2-TZVPD basis.

Geometry (Å):
1 N -1.75166 0.00053 -1.55805
2 N 0.88442 0.47169 2.11270
3 C -0.45232 -0.91338 0.39540
4 C 0.82003 -0.76327 1.23224
5 C 0.69404 0.17429 -1.61008
6 C -0.44232 -0.72043 -1.14536
7 C 0.78135 1.69600 1.81917
8 H 0.43464 2.04283 0.85526
9 H -0.38361 -1.70434 -1.59040
10 H 1.04311 0.20637 3.06941
11 H -1.20392 -0.25833 0.86963
12 H -1.48219 0.66919 -2.28046
13 H -0.97205 -1.84120 0.66617
14 H -2.34794 -0.69658 -2.01501
15 H 0.86810 2.40713 2.63546
16 H 0.64198 0.40476 -2.67748
17 H 1.61470 -0.41118 -1.55576
18 H 0.82479 1.11590 -1.07823
19 H -2.24511 0.43230 -0.77944
20 H 1.73402 -0.76597 0.65602
21 H 0.93995 -1.54629 1.97881

## Properties
Charge: +2
SMILES: C=[NH+]CC[C@H](C)[NH3+]
LUMO energy in eV: -8.551
E_HOMO in eV: -20.7
Kohn-Sham gap in eV: 12.128

y | This record from the Open Molecules 2025 dataset describes an isolated ion of composition C5H14N2 and charge +2. The level of theory is the ωB97M-V functional and the def2-TZVPD basis.

Geometry (Å):
1 N 0.20094 -0.50747 -2.51132
2 N 0.36949 -0.96422 3.48525
3 C 0.03177 -1.00051 2.06712
4 C 0.01789 0.00059 1.19515
5 C 0.24195 0.45631 -1.29133
6 C -0.61021 -0.15009 -0.15597
7 C -0.18995 1.82688 -1.76200
8 H -0.99273 2.20878 -1.14258
9 H -0.13104 -1.41557 -2.20856
10 H 1.12219 -0.57689 -2.93596
11 H 1.30261 -0.56164 3.66339
12 H 1.29843 0.46830 -1.00872
13 H -0.41439 -1.91992 1.71599
14 H -0.46900 -0.26163 -3.23581
15 H -0.31383 1.89516 -2.85101
16 H 0.31990 1.03509 1.35391
17 H -0.28341 -0.38219 4.02197
18 H 0.43174 -1.88366 3.93915
19 H -1.60683 0.31354 -0.13906
20 H -0.91929 -1.18112 -0.38764
21 H 0.59378 2.60029 -1.81195

## Properties
Charge: +2
SMILES: C[C@H]([NH3+])C/C=C/[NH3+]
LUMO energy in eV: -6.670
E_HOMO in eV: -18.6
Kohn-Sham gap in eV: 11.967

Last place for stability: w

w | This record from the Open Molecules 2025 dataset describes a 2-piece molecular cluster, CH5N2O overall. The level of theory is the ωB97M-V functional and the def2-TZVPD basis.

Geometry (Å):
1 O -1.18594 0.96010 1.85316
2 N 0.85126 0.07914 0.28168
3 N -0.27072 -0.98256 -1.59988
4 C 0.78937 -0.40263 -0.97134
5 H 1.68314 -0.18831 -1.70666
6 H -1.43329 1.62866 1.21395
7 H -1.01986 -1.37635 -0.87046
8 H 1.85797 0.22182 0.35798
9 H -0.40042 0.77312 1.23536

## Properties
Charge: -1
LUMO energy in eV: 4.902
E_HOMO in eV: -2.9
Kohn-Sham gap in eV: 7.771

x | This record from the Open Molecules 2025 dataset describes a 2-piece molecular cluster, CH5N2O overall. The level of theory is the ωB97M-V functional and the def2-TZVPD basis.

Geometry (Å):
1 O -0.85722 -1.53325 -1.77746
2 N -0.46203 0.79674 -0.15790
3 N 1.08818 0.94848 1.59215
4 C 0.29458 0.26053 0.75987
5 H 0.41630 -0.83013 0.74077
6 H -0.15430 -2.10631 -2.06077
7 H 1.33197 0.40461 2.41746
8 H -0.32086 1.78272 -0.31278
9 H -0.53673 -0.73902 -1.26228

## Properties
Charge: -1
LUMO energy in eV: 4.512
E_HOMO in eV: -2.6
Kohn-Sham gap in eV: 7.103

Last place for stability: w

w | This record from the Open Molecules 2025 dataset describes a 2-piece molecular cluster, C4H7N overall. The level of theory is the ωB97M-V functional and the def2-TZVPD basis.

Geometry (Å):
1 N -0.08601 -1.29565 -1.02672
2 C -0.98059 1.55236 0.17911
3 C 1.01915 -1.34658 -0.39746
4 C 0.21540 1.37523 0.98720
5 C -1.15460 -0.91562 -1.39036
6 H 0.97779 2.12147 0.75592
7 H -1.85583 1.12922 0.70985
8 H 1.09399 -1.96865 0.47733
9 H 1.91930 -1.01161 -0.88329
10 H -1.85971 -1.31071 -2.08136
11 H 0.61092 0.40973 0.59664
12 H 0.10019 1.26081 2.07312

## Properties
LUMO energy in eV: 0.734
E_HOMO in eV: -7.7
Kohn-Sham gap in eV: 8.422

x | This record from the Open Molecules 2025 dataset describes C4H7N as an isolated structure. The level of theory is the ωB97M-V functional and the def2-TZVPD basis.

Geometry (Å):
1 N -1.07221 -1.02623 -0.04605
2 C 1.46907 -0.73042 0.17391
3 C -1.62697 -0.00992 -0.53800
4 C -0.56864 1.00913 -0.28712
5 C 0.05834 -0.24080 0.39656
6 H -2.67942 -0.02192 -0.90467
7 H 1.62281 -1.81032 0.44416
8 H -0.07708 0.02563 1.58082
9 H -0.81625 1.86256 0.36816
10 H -0.16279 1.53139 -1.20647
11 H 1.76614 -0.67140 -0.79062
12 H 2.08699 0.08230 0.80932

## Properties
LUMO energy in eV: 1.084
E_HOMO in eV: -9.9
Kohn-Sham gap in eV: 10.998

y | This record from the Open Molecules 2025 dataset describes C4H7N as an isolated structure. The level of theory is the ωB97M-V functional and the def2-TZVPD basis.

Geometry (Å):
1 N -1.66992 -0.58726 -1.26277
2 C -0.59253 -0.74111 1.03297
3 C 0.97974 1.11310 -0.01873
4 C -0.76155 -0.65100 -0.37491
5 C 0.54607 -0.38192 0.06441
6 H 0.27665 1.58781 -0.71232
7 H 1.91362 1.22638 -0.52046
8 H -0.52175 -1.59658 1.55621
9 H 0.88194 1.42612 1.05249
10 H 1.53276 -1.26091 -0.18020
11 H -1.44819 -0.17708 -2.22444
12 H -1.13684 0.04243 1.58774

## Properties
LUMO energy in eV: 0.890
E_HOMO in eV: -9.1
Kohn-Sham gap in eV: 10.000

Last place for stability: w

w | This record from the Open Molecules 2025 dataset describes a 6-piece molecular cluster, C6H22NO5 overall. The level of theory is the ωB97M-V functional and the def2-TZVPD basis.

Geometry (Å):
1 O -2.78579 -1.93003 -0.75378
2 O -0.63521 2.10853 -1.74776
3 O -0.18902 3.92977 0.18974
4 O 0.88410 -2.19780 -2.52682
5 O 3.50099 -1.96632 -2.09541
6 N -0.29423 -0.45740 -0.76932
7 C -0.54391 0.75359 3.08184
8 C -0.79646 -0.61394 2.40748
9 C 0.56567 -0.16855 0.36475
10 C 1.46433 0.82575 0.24141
11 C -1.45834 0.10886 -0.93836
12 C 0.39866 -1.04954 1.54347
13 H -0.50781 2.73087 -1.03374
14 H -1.40183 1.12973 3.63251
15 H -2.05807 -0.03211 -1.85257
16 H 1.31042 -1.00683 2.15942
17 H 4.00070 -1.49980 -2.77950
18 H 2.09677 1.09177 1.04991
19 H 0.11875 -1.07477 -1.48553
20 H 0.26761 0.74214 3.76953
21 H -1.78715 -0.58463 1.81193
22 H -3.32548 -2.22445 -0.02671
23 H -0.76388 4.71169 0.30987
24 H -3.10244 -2.41865 -1.53305
25 H 0.68780 4.20240 0.47306
26 H -0.84784 2.61587 -2.60426
27 H 0.22265 -2.12945 1.22860
28 H -1.88785 0.77128 -0.12616
29 H -0.32295 1.48202 2.36753
30 H 1.85562 -2.10581 -2.42842
31 H 0.70298 -3.08500 -2.63100
32 H 4.03601 -2.76357 -1.85995
33 H 1.58394 1.43822 -0.61447
34 H -0.98875 -1.33384 3.17574

## Properties
Charge: +1
LUMO energy in eV: -2.298
E_HOMO in eV: -12.9
Kohn-Sham gap in eV: 10.600

x | This record from the Open Molecules 2025 dataset describes a 5-piece molecular cluster, C6H22NO5 overall. The level of theory is the ωB97M-V functional and the def2-TZVPD basis.

Geometry (Å):
1 O 2.93758 -0.54112 1.32319
2 O 1.38048 -3.82156 -1.25829
3 O 3.61130 1.95025 -0.12904
4 O -3.12609 0.23944 -1.94012
5 O -0.66323 -2.90930 2.62691
6 N 0.74234 -1.49070 -0.06426
7 C 0.14866 -0.19626 -0.13439
8 C -0.43929 0.55760 1.19306
9 C -1.08330 2.40614 -0.54040
10 C -3.00264 1.51634 -2.00588
11 C -0.30189 2.03724 0.83746
12 C -2.66870 2.05723 -0.72109
13 H 3.90884 2.70761 -0.41412
14 H 2.85807 0.24961 1.65457
15 H -0.60265 1.64740 -1.23450
16 H 0.94570 0.45273 -0.37242
17 H -0.71736 -0.18783 -0.93268
18 H 2.03314 -3.96563 -1.98910
19 H 3.78660 -0.54948 0.88250
20 H -3.18448 3.06342 -0.48350
21 H 1.50202 -1.66388 0.67632
22 H 0.63478 2.43458 0.38922
23 H -1.57365 -2.72886 2.64545
24 H -2.98955 1.50418 0.21116
25 H -0.77849 3.50104 -0.69230
26 H -0.56094 -3.63256 3.07215
27 H -0.58992 2.60737 1.78640
28 H 0.32261 0.47610 2.06991
29 H -1.40444 0.22416 1.43265
30 H 3.53732 1.39148 -0.86963
31 H -3.48042 1.88626 -2.89154
32 H -0.00663 -2.13728 0.31681
33 H 1.00424 -2.01522 -0.98168
34 H 1.12144 -4.44188 -0.57963

## Properties
Charge: +1
LUMO energy in eV: -2.809
E_HOMO in eV: -12.5
Kohn-Sham gap in eV: 9.648

Last place for stability: x